Entry 1:
C5H7N | ωB97M-V with the def2-TZVPD basis set

Total energy   -6788.2638 eV
Frontier orbital gap   9.2 eV
Highest occupied orbital energy   -0.299 Eh
E_LUMO   1.1 eV
SMILES   Cc1cc[nH]c1

```
! RIJCOSX wB97M-V def2-TZVPD def2/J DEFGRID3
* xyz 0 1
C 1.96 0.14 0.16
C 0.46 -0.06 -0.06
C -0.44 1.00 0.26
C -1.71 0.54 0.12
N -1.65 -0.74 -0.34
C -0.34 -1.13 -0.46
H 2.20 0.33 1.22
H 2.59 -0.71 -0.14
H 2.34 1.03 -0.38
H -0.19 2.02 0.49
H -2.65 1.02 0.35
H -2.50 -1.29 -0.42
H -0.08 -2.14 -0.78
*
```

Atomic partial charges in e from the Löwdin method, atoms 1 to 2: -0.07 -0.28

---

Entry 2:
C2H6N2S2 | ωB97M-V with the def2-TZVPD basis set

Total energy   -26820.4700 eV
Frontier orbital gap   9.6 eV
Highest occupied orbital energy   -0.330 Eh
E_LUMO   0.6 eV
SMILES   [H]/N=C(/NS)SC

```
! RIJCOSX wB97M-V def2-TZVPD def2/J DEFGRID3
* xyz 0 1
H -1.62 2.48 -0.39
N -0.66 2.41 -0.14
C -0.27 1.19 -0.34
N 1.03 0.87 0.12
S 2.19 -0.05 -0.62
S -1.18 -0.15 -0.84
C -0.84 -1.62 0.18
H 1.40 1.63 0.54
H 2.21 -1.13 0.23
H -1.90 -1.94 0.51
H -0.15 -1.20 1.05
H -0.21 -2.48 -0.30
*
```

Atomic partial charges in e from the Löwdin method, atoms 1 to 2: 0.01 0.09

---

Entry 3:
C57H73Cl3N7O3SeSi2Ti | ωB97M-V with the def2-TZVPD basis set

Total energy   -218664.1113 eV
Frontier orbital gap (alpha / beta)   4.4 / 4.4 eV
Highest occupied orbital energy (alpha / beta)   -0.125 / -0.125 Eh
E_LUMO (alpha / beta)   1.0 / 1.0 eV

```
! RIJCOSX wB97M-V def2-TZVPD def2/J DEFGRID3
* xyz -1 1
Ti -0.26 -0.37 -0.21
C 0.81 -5.08 5.00
C 0.68 -5.72 3.61
C -0.71 -6.38 3.48
C 1.72 -6.83 3.51
C 0.82 -4.65 2.53
C -0.10 -3.61 2.50
C -0.05 -2.67 1.48
N -0.85 -1.60 1.24
C -1.93 -1.17 1.94
C -2.83 -1.90 2.71
C -3.83 -1.25 3.40
C -3.82 0.15 3.42
C -2.96 0.92 2.64
C -2.10 0.24 1.76
O -1.37 0.75 0.80
C -2.86 2.43 2.85
C -3.98 3.00 3.73
C -2.84 3.22 1.55
C -1.52 2.67 3.58
C -4.87 -2.09 4.13
C -5.86 -1.25 4.94
C -4.17 -3.04 5.11
C -5.66 -2.89 3.08
C 1.00 -2.71 0.50
O 0.97 -1.71 -0.34
C 1.93 -3.77 0.53
C 1.80 -4.71 1.55
C 2.96 -3.93 -0.59
C 4.03 -4.99 -0.28
C 2.19 -4.37 -1.84
C 3.69 -2.61 -0.86
H 0.69 -5.84 5.78
H 1.78 -4.62 5.12
H 0.05 -4.32 5.16
H -0.82 -7.17 4.22
H -1.51 -5.66 3.64
H -0.82 -6.81 2.49
H 1.54 -7.57 4.28
H 1.65 -7.33 2.54
H 2.73 -6.45 3.64
H -0.85 -3.52 3.27
H -2.76 -2.98 2.71
H -4.53 0.65 4.05
H -4.96 2.79 3.30
H -3.94 2.59 4.74
H -3.86 4.08 3.80
H -3.81 3.15 1.05
H -2.63 4.27 1.76
H -2.09 2.84 0.87
H -1.49 2.11 4.52
H -0.69 2.33 2.96
H -1.39 3.73 3.79
H -5.34 -0.69 5.72
H -6.40 -0.55 4.31
H -6.60 -1.90 5.42
H -3.53 -2.47 5.79
H -4.89 -3.60 5.70
H -3.54 -3.76 4.58
H -6.20 -2.22 2.43
H -4.99 -3.49 2.47
H -6.37 -3.56 3.56
H 2.50 -5.53 1.57
H 3.60 -5.98 -0.18
H 4.75 -5.01 -1.09
H 4.56 -4.74 0.64
H 1.64 -5.29 -1.64
H 1.48 -3.60 -2.12
H 2.87 -4.54 -2.67
H 4.27 -2.31 0.01
H 4.37 -2.73 -1.70
H 2.98 -1.82 -1.10
C 7.62 10.50 -2.74
O 7.08 10.15 -1.49
C 6.32 9.02 -1.41
C 5.84 8.68 -0.15
C 5.09 7.54 0.04
C 4.77 6.70 -1.04
C 5.25 7.06 -2.30
C 6.01 8.19 -2.49
C 3.96 5.52 -0.88
N 3.24 4.99 -1.86
C 2.61 3.91 -1.32
C 2.97 3.77 0.03
N 3.81 4.82 0.29
C 2.52 2.70 0.85
C 2.86 2.48 2.17
C 2.35 1.36 2.83
C 1.54 0.48 2.12
N 1.19 0.65 0.86
C 1.64 1.77 0.20
C 1.18 1.96 -1.12
N 0.24 1.09 -1.60
C -0.21 1.28 -2.83
C 0.20 2.31 -3.66
C 1.15 3.21 -3.20
C 1.66 3.04 -1.93
H 8.19 11.42 -2.59
H 6.84 10.68 -3.49
H 8.30 9.72 -3.12
H 6.05 9.34 0.68
H 4.71 7.32 1.02
H 5.00 6.42 -3.14
H 6.36 8.43 -3.49
H 4.27 5.01 1.16
H 3.51 3.17 2.70
H 2.57 1.17 3.87
H 1.15 -0.41 2.61
H -0.94 0.57 -3.20
H -0.25 2.41 -4.64
H 1.50 4.04 -3.81
C -6.15 0.59 -2.68
Si -5.33 1.60 -1.28
C -6.05 3.38 -1.31
C -5.76 0.75 0.38
Se -3.12 1.71 -1.68
H -7.24 0.57 -2.60
H -5.79 -0.43 -2.64
H -5.89 1.00 -3.64
H -7.12 3.40 -1.10
H -5.88 3.83 -2.28
H -5.56 4.01 -0.57
H -6.82 0.76 0.58
H -5.25 1.21 1.22
H -5.43 -0.29 0.35
N 1.17 -1.07 -2.84
C 1.36 -1.62 -3.83
N 1.65 -2.26 -4.93
C 2.52 -1.61 -5.89
C 1.72 -1.20 -7.13
C 1.05 -2.42 -7.79
C 1.05 -3.63 -6.86
C 0.68 -3.23 -5.43
H 3.34 -2.29 -6.17
H 2.96 -0.73 -5.41
H 2.38 -0.70 -7.84
H 0.97 -0.48 -6.82
H 1.56 -2.68 -8.72
H 0.02 -2.16 -8.04
H 2.03 -4.11 -6.86
H 0.33 -4.37 -7.21
H 0.70 -4.11 -4.77
H -0.33 -2.81 -5.40
Cl -1.23 -3.78 -1.31
Si -1.98 -1.75 -1.58
Cl -3.95 -2.20 -0.98
Cl -2.24 -1.93 -3.70
*
```

Atomic partial charges in e from the Löwdin method, atoms 1 to 2: 0.82 -0.05

---

Entry 4:
C3H6BrFO | ωB97M-V with the def2-TZVPD basis set

Total energy   -78012.2872 eV
Frontier orbital gap (alpha / beta)   8.3 / 5.3 eV
Highest occupied orbital energy (alpha / beta)   -0.355 / -0.310 Eh
E_LUMO (alpha / beta)   -1.4 / -3.2 eV

```
! RIJCOSX wB97M-V def2-TZVPD def2/J DEFGRID3
* xyz 0 1
C -0.82 -0.98 -0.59
C -0.20 -0.01 0.47
C 0.62 0.96 -0.31
O -1.15 0.57 1.28
F 0.29 2.25 -0.22
Br 3.52 -0.40 0.50
H -1.49 -0.61 -1.40
H 0.00 -1.46 -0.98
H -1.42 -1.62 0.10
H 0.39 -0.76 1.00
H 1.41 0.60 -0.98
H -1.17 1.47 1.13
*
```

Atomic partial charges in e from the Löwdin method, atoms 1 to 2: -0.01 -0.43

---

Entry 5:
C5H8O2 | ωB97M-V with the def2-TZVPD basis set

Total energy   -9407.6979 eV
Frontier orbital gap   10.4 eV
Highest occupied orbital energy   -0.351 Eh
E_LUMO   0.8 eV
SMILES   O[C@H]1C[C@@]2(O)C[C@@H]12

```
! RIJCOSX wB97M-V def2-TZVPD def2/J DEFGRID3
* xyz 0 1
O -2.12 -0.82 -0.40
C -1.15 -0.18 0.39
C 0.13 -1.01 0.66
C 0.94 0.20 0.17
O 2.02 0.74 0.85
C 0.64 0.46 -1.27
C -0.31 0.95 -0.21
H -2.98 -0.46 -0.16
H -1.58 0.15 1.34
H 0.28 -1.24 1.71
H 0.24 -1.91 0.05
H 2.80 0.22 0.61
H 1.24 1.25 -1.72
H 0.37 -0.36 -1.94
H -0.52 2.01 -0.10
*
```

Atomic partial charges in e from the Löwdin method, atoms 1 to 2: -0.01 -0.34

---

Entry 6:
C30H29NO | ωB97M-V with the def2-TZVPD basis set

Total energy   -35116.9191 eV
Frontier orbital gap   6.6 eV
Highest occupied orbital energy   -0.268 Eh
E_LUMO   -0.7 eV
SMILES   O=C1C(c2ccccc2)=CC(=Cc2ccccc2)C=C1c1ccccc1.C[C@@H]1CCCN1

```
! RIJCOSX wB97M-V def2-TZVPD def2/J DEFGRID3
* xyz 0 1
O 3.04 -2.82 -0.01
C 2.11 -2.00 0.09
C 0.73 -2.42 0.45
C 0.38 -3.87 0.47
C -0.96 -4.28 0.31
C -1.32 -5.63 0.24
C -0.34 -6.62 0.39
C 1.00 -6.25 0.59
C 1.35 -4.90 0.62
C -0.19 -1.45 0.77
C 0.12 -0.04 0.80
C -0.84 0.91 1.26
C -0.48 2.28 1.63
C 0.04 3.18 0.67
C 0.37 4.50 1.03
C 0.21 4.92 2.35
C -0.32 4.05 3.32
C -0.72 2.76 2.95
C 1.42 0.35 0.35
C 2.35 -0.55 -0.12
C 3.59 -0.06 -0.76
C 3.57 1.20 -1.41
C 4.71 1.70 -2.04
C 5.91 0.98 -2.01
C 5.96 -0.26 -1.35
C 4.80 -0.78 -0.76
H -1.73 -3.52 0.19
H -2.36 -5.90 0.07
H -0.62 -7.68 0.34
H 1.77 -7.01 0.72
H 2.40 -4.63 0.72
H -1.20 -1.73 1.08
H -1.73 0.48 1.71
H 0.15 2.86 -0.37
H 0.77 5.18 0.27
H 0.53 5.93 2.64
H -0.42 4.37 4.36
H -1.19 2.09 3.68
H 1.67 1.41 0.40
H 2.64 1.76 -1.44
H 4.65 2.66 -2.55
H 6.80 1.38 -2.50
H 6.89 -0.83 -1.29
H 4.83 -1.77 -0.30
C -2.57 0.13 -2.47
C -3.20 0.33 -1.10
C -4.67 0.76 -1.13
C -4.79 1.98 -0.21
C -3.36 2.47 0.01
N -2.45 1.38 -0.35
H -3.03 -0.70 -3.02
H -2.68 1.05 -3.07
H -1.50 -0.09 -2.37
H -3.11 -0.60 -0.53
H -4.97 1.04 -2.15
H -5.33 -0.06 -0.81
H -5.40 2.77 -0.65
H -5.25 1.70 0.74
H -3.16 3.37 -0.61
H -3.18 2.76 1.04
H -1.69 1.74 -0.92
*
```

Atomic partial charges in e from the Löwdin method, atoms 1 to 2: 0.02 -0.26

---

Entry 7:
C39H43As2ClPtSi2 | ωB97M-V with the def2-TZVPD basis set

Total energy   -194321.9251 eV
Frontier orbital gap (alpha / beta)   7.2 / 3.7 eV
Highest occupied orbital energy (alpha / beta)   -0.448 / -0.464 Eh
E_LUMO (alpha / beta)   -5.0 / -8.9 eV

```
! RIJCOSX wB97M-V def2-TZVPD def2/J DEFGRID3
* xyz 2 5
C -2.40 -1.37 3.85
C -3.04 -0.66 2.82
C -2.71 -1.27 1.55
H -3.79 0.11 2.92
C -1.78 -2.38 1.85
C -1.62 -2.42 3.30
H -1.15 -3.23 3.83
H -2.57 -1.22 4.91
H -3.15 -1.10 0.57
H -1.48 -3.12 1.12
Pt -0.66 -0.55 1.64
Si -1.54 -0.17 -2.73
C -0.97 1.33 -3.85
C 0.31 1.30 -4.43
H 1.01 0.49 -4.22
C 0.74 2.30 -5.30
H 1.76 2.27 -5.68
C -0.11 3.35 -5.66
H 0.26 4.16 -6.30
C -1.42 3.31 -5.18
H -2.10 4.11 -5.48
C -1.85 2.32 -4.30
H -2.89 2.33 -3.96
C -0.82 -1.38 -4.03
C -1.42 -1.47 -5.29
H -2.28 -0.83 -5.54
C -0.85 -2.30 -6.26
H -1.31 -2.33 -7.25
C 0.31 -3.04 -5.97
H 0.72 -3.72 -6.72
C 0.96 -2.88 -4.75
H 1.87 -3.41 -4.51
C 0.46 -1.95 -3.84
H 1.11 -1.65 -3.00
H -3.06 -0.24 -2.66
Si 2.15 0.59 -1.10
C 0.86 -0.92 -0.82
C -0.66 -1.07 -1.18
H -1.31 -0.66 -0.34
C -1.03 -2.47 -1.47
H -1.81 -2.72 -2.22
C -0.38 -3.56 -1.00
H -0.82 -4.56 -1.15
C 0.88 -3.39 -0.46
H 1.47 -4.28 -0.20
C 1.48 -2.11 -0.46
H 2.55 -2.12 -0.20
C 0.82 1.92 -1.32
C -0.33 1.88 -0.55
H -0.50 1.03 0.16
C -1.35 2.83 -0.67
H -2.33 2.56 -0.28
C -1.05 4.02 -1.35
H -1.79 4.84 -1.33
C 0.15 4.12 -2.04
H 0.38 5.03 -2.61
C 1.07 3.08 -2.04
H 2.00 3.10 -2.63
H 3.35 0.48 -1.86
Cl 3.11 1.39 0.68
C 1.67 -3.26 3.03
As 1.50 -1.32 2.71
C 3.45 -0.92 2.57
C 1.21 -0.54 4.49
C 1.78 -1.11 5.63
C 1.59 -0.47 6.87
C 0.85 0.72 6.97
C 0.27 1.29 5.81
C 0.45 0.64 4.59
As -0.34 1.43 2.96
C -1.95 2.28 3.65
C 0.73 3.05 2.62
H 1.61 -3.75 2.05
H 0.86 -3.57 3.70
H 2.66 -3.41 3.49
H 3.97 -1.63 3.21
H 3.59 0.11 2.92
H 3.76 -1.02 1.53
H 2.39 -2.00 5.55
H 2.05 -0.89 7.77
H 0.70 1.22 7.94
H -0.33 2.20 5.87
H -1.66 3.27 4.01
H -2.65 2.34 2.80
H -2.36 1.65 4.44
H 1.77 2.85 2.88
H 0.63 3.33 1.57
H 0.30 3.81 3.29
*
```

Atomic partial charges in e from the Löwdin method, atoms 1 to 2: -0.04 -0.10

---

Entry 8:
C22H53Cl5N3O10 | ωB97M-V with the def2-TZVPD basis set

Total energy   -111220.4104 eV
Frontier orbital gap   8.5 eV
Highest occupied orbital energy   -0.222 Eh
E_LUMO   2.5 eV

```
! RIJCOSX wB97M-V def2-TZVPD def2/J DEFGRID3
* xyz -1 1
Cl -1.48 -1.02 0.40
O -0.81 -0.54 -0.77
O -1.05 -0.13 1.44
O -2.91 -1.00 0.35
O -1.03 -2.36 0.75
Cl -1.18 3.35 0.42
C -2.74 2.86 -0.14
C -3.69 2.57 1.08
Cl -4.09 3.99 2.06
H -2.48 1.95 -0.69
H -3.14 3.62 -0.82
H -3.28 1.83 1.76
H -4.63 2.16 0.71
Cl -1.76 -2.49 5.83
C -1.97 -1.66 4.21
C -3.09 -0.58 4.37
Cl -4.62 -1.40 4.76
H -2.20 -2.37 3.41
H -0.97 -1.31 3.96
H -3.30 -0.09 3.42
H -2.86 0.12 5.18
C -2.53 -5.27 2.10
O -3.54 -5.69 1.24
C -3.96 -4.69 0.28
C -5.01 -3.81 1.04
N -6.26 -4.46 1.36
C -7.01 -4.80 0.13
C -7.53 -3.54 -0.60
O -8.29 -3.91 -1.71
C -8.87 -2.81 -2.41
H -2.11 -6.13 2.61
H -2.85 -4.41 2.69
H -1.69 -4.99 1.45
H -4.48 -5.23 -0.51
H -3.13 -4.08 -0.08
H -5.19 -2.96 0.38
H -4.57 -3.44 1.97
H -6.07 -5.23 1.98
H -7.92 -5.30 0.46
H -6.51 -5.55 -0.47
H -6.71 -2.95 -1.02
H -8.08 -2.96 0.14
H -8.15 -2.11 -2.83
H -9.43 -2.21 -1.69
H -9.55 -3.24 -3.14
C 3.93 0.60 -2.55
O 3.14 1.76 -2.53
C 1.78 1.49 -2.38
C 1.05 2.86 -2.29
N 1.43 3.78 -3.31
C 0.93 5.18 -3.18
C 1.13 5.91 -4.52
O 2.52 5.99 -4.76
C 2.87 6.81 -5.86
H 4.99 0.79 -2.43
H 3.78 0.09 -3.51
H 3.54 -0.14 -1.84
H 1.65 1.00 -1.41
H 1.38 0.94 -3.23
H 1.22 3.24 -1.28
H -0.03 2.68 -2.28
H 1.42 3.40 -4.25
H 1.55 5.59 -2.38
H -0.08 5.27 -2.77
H 0.65 6.89 -4.44
H 0.65 5.38 -5.33
H 2.95 7.86 -5.60
H 2.22 6.49 -6.68
H 3.84 6.45 -6.19
C 7.91 2.80 3.59
O 7.30 1.84 2.76
C 8.31 0.92 2.24
C 7.66 -0.02 1.20
N 6.35 -0.44 1.64
C 5.81 -1.10 0.47
C 4.34 -1.49 0.79
O 3.64 -0.41 1.41
C 2.26 -0.65 1.24
H 8.20 2.31 4.51
H 7.19 3.59 3.81
H 8.81 3.28 3.20
H 8.66 0.39 3.13
H 9.18 1.40 1.81
H 8.40 -0.82 1.16
H 7.67 0.35 0.17
H 6.65 -1.27 2.14
H 6.36 -1.98 0.14
H 5.71 -0.41 -0.37
H 4.35 -2.44 1.34
H 3.85 -1.70 -0.16
H 1.69 0.16 1.71
H 1.90 -1.51 1.81
H 1.98 -0.86 0.21
*
```

Atomic partial charges in e from the Löwdin method, atoms 1 to 2: 0.60 -0.36

---

Question: Which value of total energy does entry 6 give?
Answer: -35116.9191 eV